[1]
ORCA calculation (the ωB97M-V functional and the def2-TZVPD basis) on a single C21H28N2O4 molecule.

Values from the calculation:
HOMO (Eh): -0.3333
SMILES string: O=C(CCCCCCCCN1C(=O)c2ccccc2C1=O)N1CCOCC1
Kohn-Sham gap (eV): 8.490
M (Da): 372.46

Each line ends with the Löwdin charge.
Geometry (Å):
O  -3.815  -2.369  0.948  0.06
C  -3.253  -1.503  0.307  -0.44
N  -3.951  -0.672  -0.511  -0.06
C  -3.459  0.488  -1.214  -0.12
H  -2.376  0.559  -1.151  0.09
C  -4.109  1.744  -0.614  -0.20
O  -5.512  1.670  -0.678  -0.13
C  -5.996  0.537  0.013  -0.18
C  -5.399  -0.754  -0.554  -0.11
H  -5.708  -1.616  0.038  0.12
H  -5.717  -0.883  -1.594  0.13
H  -7.080  0.549  -0.106  0.13
H  -5.744  0.615  1.081  0.13
H  -3.824  2.635  -1.176  0.13
H  -3.788  1.850  0.435  0.12
H  -3.752  0.408  -2.268  0.14
C  -1.745  -1.305  0.346  -0.11
H  -1.353  -1.363  -0.671  0.12
C  -1.091  -2.369  1.225  -0.20
H  -1.263  -3.351  0.783  0.12
C  0.406  -2.145  1.423  -0.21
H  0.763  -2.844  2.182  0.11
C  1.226  -2.349  0.150  -0.21
H  1.019  -3.338  -0.264  0.12
C  2.721  -2.212  0.425  -0.20
H  3.034  -2.986  1.130  0.12
C  3.569  -2.311  -0.850  -0.19
C  4.884  -1.528  -0.749  -0.17
H  5.217  -1.497  0.290  0.11
C  4.752  -0.097  -1.283  -0.12
N  3.636  0.608  -0.690  0.04
C  3.630  1.071  0.619  -0.37
O  4.568  1.035  1.373  0.14
C  2.262  1.608  0.840  -0.08
C  1.681  2.168  1.958  0.01
C  0.356  2.583  1.859  -0.05
C  -0.351  2.449  0.674  -0.07
C  0.238  1.885  -0.454  0.00
C  1.545  1.461  -0.350  -0.08
C  2.431  0.806  -1.343  -0.37
O  2.196  0.495  -2.484  0.12
H  -0.300  1.785  -1.385  0.12
H  -1.374  2.792  0.623  0.10
H  -0.128  3.021  2.718  0.11
H  2.238  2.276  2.876  0.12
H  5.666  0.466  -1.071  0.13
H  4.570  -0.111  -2.360  0.13
H  5.663  -2.019  -1.335  0.11
H  3.783  -3.362  -1.051  0.11
H  2.998  -1.933  -1.700  0.10
H  2.893  -1.254  0.918  0.09
H  0.937  -1.607  -0.598  0.10
H  0.576  -1.133  1.802  0.11
H  -1.589  -2.363  2.196  0.12
H  -1.521  -0.314  0.749  0.11

[2]
ORCA calculation (the ωB97M-V functional and the def2-TZVPD basis) on a single C21H28N2O4 molecule at a distorted geometry.

Values from the calculation:
HOMO (Eh): -0.3135
SMILES string: O=C(NC1(C(=O)NC2CCCCC2)CCCCC1)c1ccc2c(c1)OCO2
Kohn-Sham gap (eV): 9.162
M (Da): 372.46

Each line ends with the Löwdin charge.
Geometry (Å):
O  0.404  -0.436  -1.070  0.04
C  0.973  0.215  -0.203  -0.42
N  0.416  1.242  0.465  0.17
H  0.990  1.700  1.155  0.13
C  -0.893  1.861  0.264  -0.34
C  -0.923  3.165  1.067  -0.13
C  0.040  4.213  0.517  -0.19
C  -0.263  4.496  -0.951  -0.20
C  -0.174  3.205  -1.758  -0.18
C  -1.152  2.163  -1.221  -0.11
H  -2.174  2.534  -1.314  0.14
H  -1.066  1.248  -1.807  0.11
H  0.843  2.809  -1.707  0.11
H  -0.401  3.403  -2.807  0.11
H  -1.269  4.911  -1.040  0.12
H  0.442  5.232  -1.343  0.11
H  -0.055  5.129  1.103  0.11
H  1.074  3.869  0.608  0.11
H  -1.943  3.549  1.034  0.13
H  -0.700  2.946  2.114  0.13
C  -2.020  0.931  0.797  -0.42
O  -2.810  1.305  1.642  0.07
N  -2.040  -0.272  0.219  0.12
H  -1.308  -0.515  -0.445  0.10
C  -2.968  -1.324  0.578  -0.29
C  -3.717  -1.791  -0.680  -0.14
C  -4.132  -3.252  -0.550  -0.20
C  -2.896  -4.160  -0.514  -0.20
C  -1.713  -3.470  0.178  -0.20
C  -2.213  -2.492  1.235  -0.14
H  -2.874  -3.013  1.930  0.12
H  -1.377  -2.092  1.811  0.12
H  -1.113  -2.924  -0.552  0.10
H  -1.065  -4.218  0.637  0.11
H  -2.608  -4.431  -1.531  0.11
H  -3.147  -5.083  0.011  0.10
H  -4.772  -3.534  -1.388  0.11
H  -4.716  -3.374  0.363  0.11
H  -3.059  -1.685  -1.546  0.12
H  -4.589  -1.158  -0.846  0.12
H  -3.663  -0.884  1.299  0.15
C  2.383  -0.086  0.184  -0.13
C  2.847  0.053  1.486  -0.03
C  4.161  -0.255  1.828  0.02
C  4.985  -0.698  0.821  -0.20
C  4.520  -0.853  -0.488  -0.19
C  3.225  -0.564  -0.830  0.08
H  2.851  -0.694  -1.831  0.13
O  5.538  -1.312  -1.277  0.04
C  6.657  -1.450  -0.427  -0.15
O  6.300  -1.056  0.882  0.04
H  7.479  -0.815  -0.792  0.14
H  6.987  -2.501  -0.418  0.14
H  4.520  -0.157  2.839  0.12
H  2.178  0.371  2.272  0.11

[3]
ORCA calculation (the ωB97M-V functional and the def2-TZVPD basis) on a single C21H28N2O4S2 molecule at a distorted geometry.

Values from the calculation:
HOMO (Eh): -0.3256
SMILES string: Cc1ccc(S(=O)(=O)N2CCCN(S(=O)(=O)c3ccc(C)c(C)c3)CC2)cc1C
Kohn-Sham gap (eV): 9.389
M (Da): 436.60

Each line ends with the Löwdin charge.
Geometry (Å):
C  -4.173  -4.107  -0.351  -0.04
C  -3.875  -2.647  -0.492  -0.23
C  -3.141  -2.186  -1.578  -0.03
C  -2.846  -0.841  -1.723  -0.07
C  -3.295  0.046  -0.767  -0.27
C  -4.044  -0.387  0.308  -0.03
C  -4.342  -1.734  0.463  -0.22
C  -5.150  -2.197  1.634  -0.04
H  -6.052  -2.708  1.300  0.09
H  -5.439  -1.354  2.256  0.08
H  -4.578  -2.898  2.241  0.09
H  -4.403  0.349  1.010  0.12
S  -2.847  1.776  -0.885  0.68
O  -2.698  2.106  -2.274  -0.28
O  -3.761  2.531  -0.079  -0.28
N  -1.354  1.871  -0.190  -0.23
C  -0.164  1.749  -0.982  -0.16
H  0.550  2.516  -0.663  0.12
C  0.507  0.370  -0.854  -0.16
N  0.697  -0.075  0.504  -0.23
S  1.957  0.637  1.344  0.69
O  2.043  2.051  1.095  -0.28
O  1.854  0.197  2.704  -0.27
C  3.348  -0.161  0.557  -0.28
C  3.545  -1.511  0.765  -0.05
C  4.613  -2.132  0.144  -0.02
C  5.479  -1.421  -0.679  -0.23
C  5.270  -0.051  -0.883  -0.22
C  4.195  0.565  -0.255  -0.02
H  4.006  1.621  -0.379  0.12
C  6.187  0.743  -1.758  -0.04
H  5.873  1.782  -1.798  0.08
H  6.195  0.342  -2.771  0.09
H  7.207  0.702  -1.379  0.09
C  6.630  -2.115  -1.338  -0.04
H  6.645  -3.170  -1.079  0.08
H  6.564  -2.023  -2.421  0.09
H  7.573  -1.668  -1.027  0.09
H  4.782  -3.188  0.301  0.11
H  2.871  -2.047  1.414  0.12
C  -0.469  -0.468  1.263  -0.18
H  -1.153  -0.963  0.567  0.11
C  -1.193  0.665  2.006  -0.13
H  -0.682  0.843  2.953  0.11
H  -2.208  0.325  2.219  0.10
C  -1.225  1.998  1.238  -0.17
H  -0.302  2.549  1.437  0.12
H  -2.074  2.594  1.580  0.12
H  -0.129  -1.202  1.998  0.12
H  -0.090  -0.390  -1.368  0.12
H  1.496  0.410  -1.317  0.12
H  -0.455  1.930  -2.018  0.12
H  -2.295  -0.467  -2.572  0.11
H  -2.797  -2.891  -2.321  0.11
H  -5.249  -4.279  -0.352  0.09
H  -3.732  -4.673  -1.168  0.08
H  -3.780  -4.490  0.590  0.09

[4]
ORCA calculation (the ωB97M-V functional and the def2-TZVPD basis) on a single C21H28N2O5 molecule.

Values from the calculation:
HOMO (Eh): -0.3031
SMILES string: CCOc1cc([C@H]2NC(=O)NC(C)=C2C(=O)OCC2CCCCC2)ccc1O
Kohn-Sham gap (eV): 8.853
M (Da): 388.46

Each line ends with the Löwdin charge.
Geometry (Å):
C  -0.032  -4.240  2.810  -0.06
C  -0.451  -3.996  1.363  -0.24
O  0.606  -3.504  0.566  -0.06
C  0.980  -2.185  0.672  -0.20
C  0.355  -1.210  1.428  0.01
C  0.815  0.104  1.412  -0.18
C  1.924  0.429  0.651  -0.02
C  2.558  -0.537  -0.112  0.01
C  2.094  -1.840  -0.115  -0.26
O  2.708  -2.780  -0.877  0.08
H  2.238  -3.617  -0.749  0.11
H  3.416  -0.295  -0.718  0.12
H  2.293  1.442  0.641  0.12
C  0.111  1.147  2.263  -0.20
N  0.729  1.219  3.581  0.15
C  1.599  2.159  4.003  -0.54
O  2.247  2.075  5.022  0.07
N  1.663  3.293  3.205  0.16
C  0.910  3.500  2.079  -0.21
C  0.131  2.502  1.598  -0.06
C  -0.646  2.650  0.370  -0.43
O  -0.642  3.623  -0.351  0.09
O  -1.391  1.552  0.122  0.00
C  -2.084  1.511  -1.121  -0.13
H  -2.173  2.531  -1.509  0.12
C  -1.338  0.621  -2.119  -0.30
C  -1.420  -0.847  -1.701  -0.16
C  -0.630  -1.723  -2.667  -0.19
C  -1.164  -1.556  -4.086  -0.21
C  -1.108  -0.091  -4.509  -0.20
C  -1.889  0.787  -3.534  -0.17
H  -1.820  1.833  -3.839  0.12
H  -2.944  0.502  -3.547  0.12
H  -0.067  0.237  -4.532  0.12
H  -1.517  0.022  -5.515  0.11
H  -0.579  -2.164  -4.779  0.11
H  -2.199  -1.905  -4.127  0.11
H  -0.701  -2.770  -2.362  0.11
H  0.424  -1.437  -2.635  0.11
H  -1.030  -0.952  -0.688  0.09
H  -2.467  -1.160  -1.700  0.13
H  -0.286  0.929  -2.109  0.16
H  -3.079  1.110  -0.909  0.14
C  1.022  4.852  1.460  0.00
H  1.650  5.505  2.062  0.08
H  1.439  4.770  0.457  0.10
H  0.036  5.296  1.344  0.10
H  2.249  4.036  3.557  0.15
H  0.729  0.367  4.121  0.16
H  -0.932  0.831  2.405  0.15
H  -0.511  -1.447  2.027  0.12
H  -1.314  -3.322  1.311  0.12
H  -0.726  -4.943  0.891  0.13
H  -0.868  -4.653  3.367  0.08
H  0.287  -3.315  3.283  0.07
H  0.796  -4.944  2.842  0.08

Computed electronic energy (Ha) in order:
-1227.54760; -1227.54250; -2023.86125; -1302.80066